Record 1
117
Properties=species:S:1:pos:R:3:forces:R:3 method="wB97M-V/def2-TZVPD" energy_ev=-109886.4441 charge=-2 e_lumo_ev=3.675 orbital_gap_ev=4.97 e_homo_ha=-0.048 e_above_lowest_kcal_mol=37.2
Cs -0.7229 -0.6939 -0.4361 0.04 0.50 -1.35
C 2.9655 2.6475 1.4780 0.23 0.15 0.18
Si 1.1614 2.3883 1.9229 -0.43 -0.13 -0.24
C 0.5816 1.9247 3.6603 0.06 -0.43 0.08
C -0.3843 2.6841 4.3255 0.10 -0.11 -0.06
C -1.1097 2.1547 5.3881 0.06 -0.10 0.02
C -0.8958 0.8383 5.7768 0.01 0.08 -0.02
C 0.0732 0.0682 5.1410 0.13 0.06 -0.05
C 0.8379 0.5984 4.1021 -0.18 0.31 0.03
P 2.2049 -0.2763 3.2329 0.30 0.02 0.10
C 1.6200 -2.0314 2.8867 0.00 -0.03 -0.20
C 1.8010 -3.1881 3.8825 0.06 -0.01 -0.08
C 3.2313 -3.7252 3.9918 -0.07 0.08 -0.12
C 3.8135 -4.0429 2.6124 -0.08 0.09 -0.02
C 3.6858 -2.8379 1.6751 -0.17 -0.13 0.03
C 2.2156 -2.4369 1.5124 0.28 0.23 0.28
C 3.4593 -0.3389 4.6786 -0.18 0.06 -0.03
C 3.1001 -0.8184 6.0866 0.09 -0.02 0.04
C 4.3681 -0.9741 6.9551 -0.02 0.07 -0.07
C 5.4351 0.0830 6.6112 -0.09 -0.02 -0.06
C 4.7603 1.3604 6.1166 -0.04 -0.11 -0.03
C 4.0379 1.0962 4.7806 0.02 -0.03 0.05
C 0.4242 4.1116 1.5180 -0.07 0.20 -0.07
C 1.1867 5.1840 2.0245 -0.09 -0.13 -0.07
C 0.8784 6.5068 1.7485 -0.03 -0.08 -0.04
C -0.1944 6.7919 0.9117 0.04 -0.07 0.03
C -0.9616 5.7561 0.4030 0.02 -0.05 0.12
C -0.7025 4.4140 0.7155 0.23 0.00 0.16
P -1.7736 2.9891 0.1964 -0.33 0.17 0.07
C -3.5141 3.5207 0.6405 0.02 0.09 0.10
C -4.0629 4.9206 0.3467 -0.13 -0.04 -0.03
C -5.5496 5.0166 0.7103 0.06 -0.06 0.03
C -5.7710 4.7006 2.1896 0.06 -0.04 -0.04
C -5.2044 3.3237 2.5378 0.06 0.04 -0.08
C -3.7314 3.2065 2.1352 -0.04 0.11 -0.09
C -1.7181 2.8440 -1.6723 0.04 -0.05 0.18
C -2.7098 3.5655 -2.5931 0.07 0.07 -0.07
C -2.2657 4.9557 -3.0476 0.08 -0.08 0.04
C -0.8661 4.8889 -3.6606 -0.03 -0.07 0.05
C 0.1350 4.3524 -2.6369 -0.11 -0.10 -0.02
C -0.2620 2.9459 -2.1729 -0.03 0.23 0.16
H 3.5830 3.0446 2.2957 -0.10 -0.08 -0.13
H 3.0038 3.3576 0.6417 0.04 -0.11 0.10
H 3.3848 1.6925 1.1630 -0.01 0.03 0.04
H -0.5993 3.6918 3.9819 -0.01 -0.04 0.01
H -1.8628 2.7542 5.8886 0.02 -0.01 -0.02
H -1.4860 0.4094 6.5804 0.02 0.00 -0.03
H 0.2252 -0.9616 5.4520 0.01 0.08 -0.01
H 0.5468 -1.8903 2.7510 -0.05 0.08 0.02
H 1.1670 -4.0066 3.5157 0.01 -0.02 0.02
H 1.4148 -2.9310 4.8703 -0.02 0.03 0.00
H 3.2382 -4.6180 4.6234 0.01 -0.04 0.02
H 3.8679 -2.9888 4.4849 0.03 0.02 0.03
H 3.2566 -4.8808 2.1750 0.04 -0.01 0.00
H 4.8553 -4.3652 2.7057 0.00 0.02 0.00
H 4.1245 -3.0605 0.6994 0.01 -0.01 0.00
H 4.2422 -1.9875 2.0930 -0.01 -0.04 -0.06
H 1.6538 -3.2816 1.0932 0.00 0.01 0.06
H 2.1188 -1.5977 0.8143 -0.03 -0.18 0.19
H 4.2588 -0.9839 4.2962 0.01 -0.02 -0.01
H 2.5643 -1.7675 6.0715 -0.01 0.02 -0.01
H 2.4220 -0.0921 6.5430 0.01 0.01 -0.01
H 4.7859 -1.9757 6.8141 0.00 0.01 0.01
H 4.0975 -0.8941 8.0134 0.00 -0.01 -0.01
H 6.0891 -0.2931 5.8162 -0.02 0.01 0.04
H 6.0739 0.2779 7.4768 0.00 -0.01 0.00
H 5.4885 2.1672 5.9989 -0.02 0.01 -0.01
H 4.0411 1.6965 6.8724 0.03 -0.01 -0.03
H 4.7301 1.2575 3.9486 -0.05 -0.01 0.02
H 3.2333 1.8288 4.6573 0.01 -0.02 -0.01
H 2.0551 4.9697 2.6477 -0.10 0.02 -0.09
H 1.4846 7.3082 2.1572 -0.02 -0.02 0.00
H -0.4265 7.8177 0.6473 -0.01 -0.01 0.01
H -1.7785 5.9991 -0.2602 0.01 -0.02 0.01
H -4.1133 2.8012 0.0653 -0.01 -0.06 -0.02
H -3.9215 5.1889 -0.7033 0.02 0.01 0.06
H -3.5168 5.6508 0.9505 0.01 0.02 0.00
H -6.1133 4.2989 0.1008 0.01 0.04 0.01
H -5.9358 6.0130 0.4711 0.01 -0.02 0.00
H -6.8355 4.7556 2.4384 0.02 -0.01 0.01
H -5.2585 5.4596 2.7950 -0.03 -0.01 -0.02
H -5.7763 2.5569 2.0014 0.01 0.01 0.03
H -5.3212 3.1208 3.6072 0.00 0.00 -0.03
H -3.3482 2.2121 2.3681 0.00 -0.02 -0.01
H -3.1369 3.9172 2.7278 -0.01 -0.05 -0.01
H -1.9942 1.7846 -1.7507 0.07 0.00 -0.11
H -3.7029 3.5999 -2.1363 0.01 -0.02 -0.03
H -2.8012 2.9345 -3.4861 -0.01 0.02 0.01
H -2.2540 5.6558 -2.2031 -0.01 -0.02 -0.06
H -2.9848 5.3483 -3.7733 -0.01 0.00 0.00
H -0.5571 5.8737 -4.0260 0.00 0.00 0.01
H -0.8921 4.2077 -4.5198 0.01 0.05 0.01
H 0.1863 5.0435 -1.7907 0.03 0.00 -0.01
H 1.1370 4.3103 -3.0751 -0.02 -0.01 0.01
H 0.4254 2.5977 -1.3928 -0.03 -0.02 -0.04
H -0.1671 2.2571 -3.0118 0.00 -0.07 -0.08
I 2.0991 -3.1993 -5.8228 -0.04 0.04 0.04
C 1.2447 -2.3297 -4.0662 0.07 -0.13 -0.03
I 2.7031 -1.6810 -2.6659 -0.06 0.03 0.02
H 0.6407 -3.0844 -3.5833 -0.04 0.02 0.02
H 0.6307 -1.4712 -4.3513 -0.03 0.01 0.00
O -1.2249 -2.2500 -2.4756 -0.46 -0.77 -1.05
C -2.3803 -1.8022 -2.2995 -0.69 -0.52 -0.47
O -2.9483 -1.7532 -1.1711 -1.05 -0.52 -0.70
C -3.1706 -1.2037 -3.4637 -0.08 0.24 -0.04
C -4.5364 -1.5125 -3.4956 0.22 -0.08 0.03
C -5.4042 -0.9937 -4.4430 0.07 0.00 -0.01
C -4.8949 -0.0970 -5.3784 0.13 0.02 0.02
C -3.5532 0.2443 -5.3528 0.08 -0.16 0.18
C -2.6343 -0.2884 -4.4109 -0.18 -0.16 0.01
S -0.9703 0.2733 -4.4667 -0.22 0.10 -0.01
H -4.9095 -2.1828 -2.7288 0.03 0.04 0.01
H -6.4542 -1.2672 -4.4429 0.03 0.00 0.01
H -5.5487 0.3440 -6.1257 0.03 0.01 0.00
H -3.1584 0.9526 -6.0701 0.01 0.03 -0.04
O 0.4435 -0.0702 1.5050 1.76 0.97 3.04
O 0.4961 1.2587 0.9182 0.59 0.58 0.18

---

Record 2
25
Properties=species:S:1:pos:R:3:forces:R:3 method="wB97M-V/def2-TZVPD" energy_ev=-17619.6906 charge=-1 e_lumo_ev=3.503 orbital_gap_ev=7.66 e_homo_ha=-0.153 e_above_lowest_kcal_mol=74.9
C -3.1836 -0.4843 0.0121 3.48 0.55 -0.22
C -1.7763 -0.3135 -0.3694 -1.98 0.32 -0.54
C -1.4848 0.9235 0.0417 1.74 3.18 2.72
C 1.4788 2.2769 -0.2343 1.30 0.33 -1.80
C -0.8585 -1.0272 -1.2976 -0.12 -1.77 -1.05
C 0.5804 -0.5029 -1.2558 -1.38 1.87 1.80
C 2.4598 -1.0129 0.4845 -1.66 2.82 2.19
C 1.1796 -1.2308 1.2731 -1.15 -1.52 -1.47
C 0.9499 1.1759 0.5114 -2.53 -1.43 -0.02
C 1.1741 -0.2288 0.1480 -0.53 -0.76 -1.15
N -3.6288 0.5092 0.7073 -0.60 1.78 1.17
N -2.6134 1.4558 0.7453 1.21 -0.93 -0.77
O 0.9530 3.0567 -1.0032 -0.34 0.60 0.03
O 2.7035 2.0524 0.0273 0.44 0.56 0.50
H -3.5655 -1.4359 0.0717 -1.89 -1.80 -0.25
H -0.8149 -2.1421 -1.0930 -0.13 0.95 0.04
H -1.2512 -1.0008 -2.3750 0.53 0.18 1.31
H 1.2496 -1.1923 -1.5514 1.82 -2.66 -2.16
H 0.7369 0.4234 -1.8223 -0.26 -0.27 0.00
H 3.1681 -0.3517 0.9420 0.54 -0.05 0.25
H 2.8558 -1.7035 -0.1722 0.37 -1.39 -1.36
H 0.5666 -2.1904 1.1466 1.06 1.45 0.15
H 1.0304 -0.7363 2.2102 0.27 -0.14 0.63
H 0.7536 1.3210 1.5258 -0.09 0.57 1.60
H -2.6631 2.3584 1.3273 -0.11 -2.44 -1.60

---

Record 3
12
Properties=species:S:1:pos:R:3:forces:R:3 method="wB97M-V/def2-TZVPD" energy_ev=-8336.4011 charge=0 e_lumo_ev=1.050 orbital_gap_ev=9.96 e_homo_ha=-0.327 e_above_lowest_kcal_mol=93.6
O 1.3662 -1.1404 0.6636 0.84 -0.28 0.45
C 1.6316 0.0349 0.7333 -1.45 -0.77 -0.46
C 0.3595 0.8404 -0.2677 2.79 -0.44 2.27
C -0.3288 -0.3452 -0.8580 -1.16 1.24 -1.77
C -1.2670 -0.2518 0.3440 -0.25 -0.06 -0.24
O -0.8114 1.1287 0.4970 0.55 0.18 0.43
H 2.5155 0.1860 1.4478 -0.93 1.35 -0.92
H 0.7183 1.6570 -0.9099 -0.02 -0.17 0.48
H 0.0591 -1.2202 -1.3808 0.15 0.28 0.55
H -0.7961 0.3829 -1.5724 -0.70 -1.63 -0.46
H -1.0480 -0.8172 1.2614 0.16 -0.01 -0.53
H -2.3277 -0.3457 0.0993 0.01 0.29 0.21

---

Record 4
53
Properties=species:S:1:pos:R:3:forces:R:3 method="wB97M-V/def2-TZVPD" energy_ev=-46842.3263 charge=+1 e_lumo_ev=-4.478 orbital_gap_ev=6.44 e_homo_ha=-0.401
C -5.1844 -0.3261 0.2480 0.22 -0.04 -0.17
O -3.7922 -0.0813 0.2292 -0.07 0.29 0.07
C -3.1020 -0.6130 1.3491 0.16 0.02 -0.25
C -1.7695 0.0975 1.5120 -0.03 -0.69 -0.08
C -0.7100 -0.3963 0.5296 0.01 0.53 -0.32
C -0.9046 0.1278 -0.9031 0.09 -0.48 0.06
C 0.3934 0.1246 -1.7036 -0.23 -0.02 0.03
C 0.2873 0.8616 -3.0385 0.36 -0.08 0.03
C 0.0005 2.3179 -2.8995 -0.16 -0.26 -0.19
C -0.8919 3.0256 -3.7105 -0.09 0.62 0.07
C -1.0495 4.3689 -3.4726 0.04 -0.41 -0.09
C -0.3159 4.9612 -2.4285 -0.25 0.18 -0.21
N 0.5120 4.2981 -1.6782 0.30 -0.59 0.16
N 0.6290 2.9996 -1.9572 -0.02 0.46 0.11
H -5.6450 0.3519 -0.4662 -0.02 0.02 -0.05
H -5.4077 -1.3519 -0.0546 -0.07 -0.11 0.10
H -5.6016 -0.1314 1.2370 -0.07 -0.03 0.08
H -2.9110 -1.6799 1.1814 -0.11 -0.13 0.13
H -3.7065 -0.5170 2.2538 -0.10 0.10 0.03
H -1.4025 -0.1114 2.5159 -0.01 0.18 0.09
H -1.9205 1.1692 1.3838 -0.01 0.13 0.17
H 0.2741 -0.0851 0.8906 0.04 -0.01 0.05
H -0.7075 -1.4858 0.4966 0.08 -0.11 0.15
H -1.3686 1.1168 -0.8803 0.02 0.12 0.04
H -1.6096 -0.5357 -1.4072 -0.21 0.21 -0.10
H 1.2240 0.5096 -1.1057 0.10 0.05 0.01
H 0.6948 -0.8924 -1.9360 0.06 -0.05 0.06
H -0.4689 0.4142 -3.6795 -0.13 0.02 0.01
H 1.2399 0.7655 -3.5716 0.01 0.01 -0.04
H -1.4307 2.5084 -4.4885 -0.03 -0.04 -0.04
H -1.7183 4.9837 -4.0561 -0.06 -0.04 -0.07
H -0.4240 6.0110 -2.2044 0.08 0.08 0.08
H 1.2714 2.4991 -1.3534 0.06 0.04 0.12
C 1.7313 1.3976 5.1551 0.02 0.05 0.04
S 1.5515 -0.2939 4.5781 0.03 0.01 0.04
O 0.1261 -0.4576 4.1788 -0.02 0.01 -0.05
C 1.7262 -1.0644 6.1886 0.02 -0.03 0.07
H 1.6046 2.0551 4.2978 0.00 -0.02 -0.02
H 0.9649 1.6093 5.9001 -0.02 -0.03 -0.01
H 2.7273 1.5320 5.5765 0.01 0.00 -0.01
H 0.9599 -0.6772 6.8593 -0.02 0.01 -0.03
H 2.7227 -0.8613 6.5802 0.01 -0.01 -0.01
H 1.5958 -2.1361 6.0569 0.00 0.00 -0.03
C 3.8834 -3.8785 -3.2046 0.05 -0.04 -0.01
S 2.5136 -2.8448 -2.6868 -0.02 -0.14 -0.05
O 3.0976 -1.5779 -2.1612 0.00 0.12 0.02
C 2.0388 -3.8311 -1.2636 0.03 -0.03 0.05
H 4.3474 -3.4054 -4.0669 -0.02 0.02 0.00
H 4.6033 -3.9545 -2.3904 -0.01 0.02 0.02
H 3.5073 -4.8625 -3.4830 -0.01 0.01 -0.01
H 2.8887 -3.9232 -0.5880 0.01 0.02 -0.01
H 1.7037 -4.8121 -1.5994 -0.01 0.01 -0.01
H 1.2217 -3.3182 -0.7596 -0.01 0.02 -0.02

---

Record 5
11
Properties=species:S:1:pos:R:3:forces:R:3 method="wB97M-V/def2-TZVPD" energy_ev=-21608.0789 charge=0 e_lumo_ev=-0.264 orbital_gap_ev=9.47 e_homo_ha=-0.358 e_above_lowest_kcal_mol=25.0
C 0.6091 0.8274 -1.5096 -1.29 -3.01 0.33
C 0.2660 -0.4296 1.5494 0.45 0.99 -1.37
O -0.5608 -1.9176 -0.6731 -0.09 -1.43 -0.42
P -0.4058 -0.5661 -0.1791 1.37 2.84 -0.75
I -2.7078 0.5473 0.0973 1.06 -0.28 -0.07
H 1.0456 1.4267 -0.6828 -0.11 0.15 -1.36
H 1.2647 0.3351 -2.3745 -1.01 0.84 2.61
H -0.3244 1.1245 -2.0250 0.73 0.75 0.60
H -0.4356 -0.9451 2.0882 -2.02 -1.89 1.25
H 1.2127 -0.9719 1.7548 -0.25 1.01 -0.46
H 0.0364 0.5694 1.9544 1.16 0.01 -0.36

---

Record 6
14
Properties=species:S:1:pos:R:3:forces:R:3 method="wB97M-V/def2-TZVPD" energy_ev=-6793.6408 charge=+1 e_lumo_ev=-6.643 orbital_gap_ev=8.10 e_homo_ha=-0.542 e_above_lowest_kcal_mol=102.6
C -0.3433 -0.7130 0.1087 0.00 3.62 2.44
C -1.6001 -0.1352 -0.0642 -0.38 -1.25 0.47
C -2.8306 0.1321 -0.1195 -0.16 -0.16 1.11
C 0.8091 0.3265 0.0233 -0.65 1.84 -0.95
C 2.1250 -0.3061 -0.1286 0.55 -0.83 2.22
N 0.4562 1.5352 -0.0872 -0.50 -0.69 0.41
H -0.0844 -1.5017 -0.4529 0.29 -3.16 -1.82
H -3.2008 0.9570 -0.6539 -0.49 1.10 -1.04
H -3.5608 -0.3265 0.5814 0.60 -0.07 -0.39
H -0.2277 -0.7943 1.2069 -0.46 -0.79 0.00
H 2.5961 -0.5425 0.9069 -0.87 0.22 -1.57
H 2.7770 0.4548 -0.5653 0.16 -0.82 -0.57
H 1.8701 -1.2836 -0.6073 1.45 0.88 -0.20
H 1.2143 2.1973 -0.1483 0.47 0.13 -0.08

---

Number 1: molecular weight 1174.79 u. Number 2: molecular weight 191.21 u. Number 3: molecular weight 86.09 u. Number 4: molecular weight 351.56 u. Number 5: molecular weight 203.95 u. Number 6: molecular weight 82.13 u.